Entry from OMol25: the molecule C3H9NS2 at a distorted geometry (the ωB97M-V functional and the def2-TZVPD basis).

Each line ends with the Löwdin charge.
Geometry (Å):
C (-1.90537, -1.41915, 1.81512)  -0.067
C (-0.64069, -0.71464, 1.30341)  -0.548
N (0.61271, -1.32146, 1.73414)  -0.003
C (-0.47419, -0.83760, -0.17070)  -0.411
S (1.03801, 0.27612, -0.86271)  0.328
S (0.25067, 1.86519, -1.61741)  0.236
H (-1.82170, -1.74972, 2.89245)  0.097
H (-2.68700, -0.72143, 1.60466)  0.057
H (-2.21351, -2.27519, 1.14341)  0.093
H (-0.63544, 0.36018, 1.59104)  0.141
H (1.10484, -0.97630, 2.59669)  0.107
H (0.44599, -2.26655, 1.74667)  0.031
H (-0.28080, -1.86078, -0.41317)  0.070
H (-1.35239, -0.48178, -0.61825)  0.045
H (0.65376, 2.78919, -0.68756)  -0.177

Gap between HOMO and LUMO = 9.33 eV
Relative energy (zero: lowest compared OMol25 entry of this formula, charge and spin) = 25.2 kcal/mol
E_HOMO = -0.314 Eh
SMILES = C[C@@H](N)CSS

---

Entry from OMol25: a structure of composition C30H33IN3O4SSc (the ωB97M-V functional and the def2-TZVPD basis).

Each line ends with the Löwdin charge.
Geometry (Å):
Sc (-0.47473, -0.31946, 0.00741)  0.920
C (-3.95009, -2.95531, -0.94246)  0.002
C (-2.62219, -3.50173, -1.35758)  -0.252
N (-2.52571, -4.78332, -1.65562)  0.148
C (-1.35070, -5.28961, -2.04625)  -0.069
C (-0.18935, -4.55580, -2.16407)  -0.131
C (1.08800, -5.21530, -2.62674)  -0.194
O (1.63806, -4.58672, -3.77793)  -0.051
C (-0.25090, -3.18719, -1.81056)  -0.064
C (0.93465, -2.35411, -1.92963)  0.010
N (1.07018, -1.21152, -1.34599)  -0.045
C (2.24645, -0.44041, -1.57740)  -0.335
C (3.51834, -0.94870, -1.35055)  -0.011
C (4.62934, -0.14185, -1.55166)  -0.043
C (4.47215, 1.16927, -1.97301)  -0.054
C (3.20353, 1.68465, -2.20474)  -0.123
C (2.09067, 0.88028, -2.00318)  -0.608
I (0.18180, 1.58961, -2.45923)  1.172
C (-1.49050, -2.65995, -1.41419)  -0.254
O (-1.62791, -1.37381, -1.08041)  -0.178
H (-4.69650, -3.74058, -1.02000)  0.092
H (-4.24020, -2.11311, -1.57194)  0.094
H (-3.92200, -2.59000, 0.08779)  0.072
H (-1.35047, -6.34635, -2.28950)  0.125
H (0.90652, -6.27802, -2.79787)  0.129
H (1.86165, -5.15216, -1.85757)  0.129
H (1.17149, -4.89150, -4.56383)  0.109
H (1.72455, -2.72372, -2.58258)  0.144
H (3.63591, -1.97542, -1.02497)  0.125
H (5.61881, -0.54464, -1.38454)  0.121
H (5.33831, 1.79474, -2.13960)  0.121
H (3.08412, 2.69972, -2.55907)  0.110
O (0.98101, -1.18235, 1.37799)  -0.142
C (0.77825, -1.29311, 2.81782)  -0.167
C (0.09719, -2.59808, 3.16514)  -0.133
C (-1.16229, -2.87216, 2.33660)  -0.112
C (-2.20232, -1.79243, 2.44397)  -0.257
C (-3.29459, -1.93397, 3.29148)  0.017
C (-4.24796, -0.93375, 3.35886)  -0.010
C (-4.08841, 0.19866, 2.57322)  -0.019
C (-2.97095, 0.27912, 1.76696)  -0.108
N (-2.04105, -0.68442, 1.69954)  0.029
H (1.65142, -1.80155, 1.06260)  0.124
H (0.17081, -0.42423, 3.06430)  0.112
H (1.74593, -1.18287, 3.30593)  0.138
H (-0.14760, -2.57115, 4.23025)  0.137
H (0.79319, -3.43118, 3.03846)  0.130
H (-1.59693, -3.81689, 2.66233)  0.134
H (-0.90277, -3.02031, 1.28307)  0.107
H (-3.39625, -2.83768, 3.87668)  0.132
H (-5.10839, -1.03844, 4.00606)  0.128
H (-4.81242, 1.00027, 2.57671)  0.122
H (-2.81149, 1.15116, 1.14212)  0.112
C (4.73348, 1.78510, 5.38425)  -0.027
C (3.66559, 2.00348, 4.35766)  -0.241
C (2.32082, 2.09281, 4.73497)  -0.013
C (1.33428, 2.34819, 3.80366)  -0.062
C (1.68911, 2.52000, 2.46637)  -0.406
C (3.01784, 2.42232, 2.06745)  -0.065
C (3.99452, 2.15945, 3.01320)  -0.012
S (0.53385, 2.81462, 1.17962)  1.019
C (-0.70526, 3.83267, 1.95568)  -0.201
O (-0.21735, 1.48101, 0.96741)  -0.653
H (4.34981, 1.26492, 6.25994)  0.087
H (5.12362, 2.74877, 5.71826)  0.103
H (5.56754, 1.21646, 4.97617)  0.089
H (2.05488, 1.97122, 5.77718)  0.127
H (0.30211, 2.41173, 4.12286)  0.114
H (3.28938, 2.55953, 1.02687)  0.110
H (5.03017, 2.08960, 2.70642)  0.127
H (-1.17475, 3.30406, 2.78206)  0.063
H (-1.44082, 4.07066, 1.18963)  0.071
H (-0.22684, 4.75037, 2.29550)  0.084

Gap between HOMO and LUMO = 7.76 eV
Relative energy (zero: lowest compared OMol25 entry of this formula, charge and spin) = 0.1 kcal/mol
Charge = +2
E_HOMO = -0.496 Eh